Formula: C11H12N2
Source: the OMol25 dataset
Level of theory: ωB97M-V/def2-TZVPD

Output
* calculated total energy: -14561.562 eV
* lowest unoccupied orbital energy: -10.251 eV
* energy above the lowest of the compared OMol25 structures with the same formula, charge and spin: 15.7 kcal/mol
* net charge: +2
* HOMO energy: -17.8 eV

```
25
Properties=species:S:1:pos:R:3:forces:R:3
C 0.708 -2.810 -2.340 -2.31 1.33 3.06
C -0.098 -3.207 -1.204 -0.39 1.30 -0.18
C 0.987 -1.468 -2.439 -0.14 -0.16 1.81
C -0.476 -2.216 -0.306 -0.09 -1.07 -0.24
C 0.674 -0.484 -1.458 1.30 -0.97 -2.05
C -0.883 -0.248 1.807 0.93 1.38 0.23
C -1.039 0.759 2.732 -0.39 0.88 -5.05
C -0.796 2.389 0.963 1.62 1.27 -1.66
C -0.554 0.113 0.471 0.32 2.07 2.47
C -1.162 2.169 2.359 3.62 -0.70 1.06
C 1.355 0.831 -1.661 1.99 0.96 2.42
N -0.432 1.439 0.122 -2.05 -0.81 0.35
N -0.122 -0.858 -0.411 0.57 -0.66 -1.39
H 1.000 -3.480 -3.066 0.67 -1.41 -1.43
H -0.583 -4.201 -1.083 0.88 0.76 -0.04
H 1.646 -1.200 -3.198 0.82 0.85 -1.26
H -1.097 -2.527 0.530 -0.05 0.54 -0.13
H -0.526 -1.170 2.186 -0.54 -1.17 0.15
H -1.116 0.566 3.688 -0.14 -1.32 4.87
H -0.806 3.457 0.497 -0.16 -1.92 1.00
H -2.131 2.385 2.154 -4.36 0.74 -0.14
H -0.911 2.897 3.205 -0.04 -0.69 -1.43
H 1.371 1.522 -0.741 0.39 -1.45 -1.76
H 2.398 0.794 -2.093 -0.95 -0.84 0.70
H 0.887 1.389 -2.401 -1.50 1.08 -1.37
```
Positions in Å, forces in eV/Å.



Formula: C17H24BiN2Si
Source: the OMol25 dataset
Level of theory: ωB97M-V/def2-TZVPD

Output
* calculated total energy: -34713.205 eV
* lowest unoccupied orbital energy (spin up / spin down): 2.555 / 2.557 eV
* energy above the lowest of the compared OMol25 structures with the same formula, charge and spin: 59.8 kcal/mol
* net charge: -1
* HOMO energy (spin up / spin down): -3.5 / -3.5 eV

```
45
Properties=species:S:1:pos:R:3:forces:R:3
C -3.890 0.825 1.655 0.02 0.82 -0.73
C -3.772 1.958 0.763 0.05 -1.11 1.03
C -2.672 2.730 1.189 0.18 -0.79 0.90
C -2.099 2.091 2.339 -0.10 0.12 -0.36
C -2.852 0.910 2.609 0.04 0.49 -0.18
Bi -1.204 0.150 0.076 -0.86 -0.45 -1.64
C -1.414 -0.692 -2.675 -1.66 0.87 -0.54
C -2.286 -1.627 -2.032 0.86 -0.51 2.70
C -3.634 -1.978 -1.998 1.40 0.78 -1.33
N -1.530 -2.050 -0.799 -3.32 1.19 -0.22
H -2.377 3.687 0.799 0.14 0.14 -0.18
H -4.468 2.196 -0.027 0.09 -0.02 -0.10
H -1.296 2.499 2.968 -0.34 -0.28 -0.42
H -2.723 0.262 3.472 0.05 0.05 -0.22
H -4.704 0.096 1.642 0.42 0.17 -0.08
H -1.823 -0.291 -3.621 0.73 0.29 0.56
H -2.413 -2.240 -0.267 1.19 -0.40 0.37
H -0.362 -0.588 -2.410 -0.20 -0.69 -0.51
H -4.282 -1.588 -2.774 -0.15 -0.17 0.04
H -4.053 -2.638 -1.234 0.32 0.26 -0.34
C -0.086 -2.301 1.476 -1.52 -0.19 -0.75
Si 1.449 -1.398 1.122 0.70 0.90 -2.84
C 2.481 -0.636 2.420 0.91 0.70 1.70
C 2.653 -2.555 0.198 0.10 -0.56 0.04
N 0.991 -0.030 -0.034 0.29 -0.78 0.66
C 1.844 0.843 -0.746 -0.67 -0.63 0.43
C 1.285 1.934 -1.454 0.67 0.95 -0.55
C 2.114 2.850 -2.148 0.42 -1.52 0.93
C 3.512 2.648 -2.152 -0.52 0.36 -0.22
C 4.066 1.559 -1.496 -0.19 -0.82 0.60
C 3.251 0.649 -0.803 -0.22 0.38 -0.05
H 0.066 -3.359 1.671 0.33 -0.20 0.03
H -0.799 -2.355 0.301 2.23 -0.16 2.08
H -0.729 -1.944 2.291 0.16 0.15 -0.07
H 2.855 -1.435 3.109 -0.24 0.59 -0.35
H 3.384 -0.107 2.016 -0.81 -0.47 0.19
H 1.919 0.112 3.033 0.38 -0.56 -0.39
H 2.118 -3.219 -0.514 0.27 0.37 0.41
H 3.476 -2.059 -0.359 -0.62 -0.33 0.39
H 3.130 -3.195 0.976 -0.21 0.17 -0.48
H 0.194 2.102 -1.462 0.63 -0.16 0.03
H 1.691 3.691 -2.670 -0.14 0.10 -0.06
H 4.160 3.343 -2.676 -0.10 -0.02 0.02
H 5.152 1.369 -1.485 -0.58 0.27 -0.15
H 3.678 -0.220 -0.288 -0.13 0.71 -0.32
```
Positions in Å, forces in eV/Å.



Formula: C3H5N3O
Source: the OMol25 dataset
Level of theory: ωB97M-V/def2-TZVPD

Output
* calculated total energy: -9708.458 eV
* lowest unoccupied orbital energy: 0.698 eV
* energy above the lowest of the compared OMol25 structures with the same formula, charge and spin: 49.0 kcal/mol
* HOMO energy: -8.1 eV

```
12
Properties=species:S:1:pos:R:3:forces:R:3
N -1.705 0.379 -0.836 0.12 0.05 0.04
C -0.566 0.108 -0.101 -0.09 -0.47 0.10
C -0.147 -1.097 0.331 -0.51 -0.14 0.19
N 1.077 -0.934 1.116 0.11 0.12 -0.36
C 1.561 0.167 0.332 0.41 0.41 -0.19
O 2.577 0.185 -0.294 -0.89 0.90 0.69
N 0.375 1.087 0.295 -0.14 -0.31 -0.38
H -1.725 1.181 -1.451 0.24 -0.15 0.08
H -2.077 -0.460 -1.267 -0.06 0.29 0.08
H -0.464 -2.062 -0.025 -0.13 -0.06 0.28
H 0.828 -0.553 2.041 0.08 -0.28 -0.37
H 0.264 1.998 -0.141 0.86 -0.35 -0.16
```
Positions in Å, forces in eV/Å.



Formula: C2HI2N3O
Source: the OMol25 dataset
Level of theory: ωB97M-V/def2-TZVPD

Output
* calculated total energy: -24781.306 eV
* lowest unoccupied orbital energy (spin up / spin down): -12.466 / -12.469 eV
* energy above the lowest of the compared OMol25 structures with the same formula, charge and spin: 85.3 kcal/mol
* net charge: +2
* HOMO energy (spin up / spin down): -17.8 / -17.7 eV

```
9
Properties=species:S:1:pos:R:3:forces:R:3
C 1.477 1.668 1.932 -0.60 -0.34 -0.82
C 0.429 -3.409 0.528 -0.96 1.60 0.30
N 0.851 1.074 1.130 1.64 2.29 3.11
N 0.367 0.305 0.293 -0.94 -2.96 -2.34
N 0.746 -4.314 -0.173 -0.09 1.03 0.96
O 1.187 -5.250 -0.643 0.39 -1.20 -0.96
I 2.515 2.789 3.170 -0.26 -0.29 -0.27
I -0.681 -1.836 1.024 0.84 -0.37 -0.28
H -0.391 0.680 -0.289 -0.03 0.24 0.29
```
Positions in Å, forces in eV/Å.



Formula: C8H4AlCl3NO3Sc
Source: the OMol25 dataset
Level of theory: ωB97M-V/def2-TZVPD

Output
* calculated total energy: -80811.610 eV
* lowest unoccupied orbital energy: -17.836 eV
* net charge: +4
* HOMO energy: -21.0 eV

```
21
Properties=species:S:1:pos:R:3:forces:R:3
Sc -0.533 -0.699 -4.550 -4.30 -4.62 1.57
Al 0.515 1.266 -0.069 -1.56 0.51 2.78
Cl -0.005 -2.360 -3.075 -0.29 1.78 -1.18
Cl -0.730 2.712 -0.887 0.79 -0.91 -0.21
C 2.365 2.180 0.264 4.97 4.64 -0.39
C 1.090 -1.298 -5.770 6.07 -4.15 -5.68
C 0.517 1.072 -4.521 6.22 7.57 1.69
O 3.222 2.965 0.257 -4.65 -4.53 0.27
O 1.843 -1.834 -6.477 -4.06 3.09 3.97
O 1.300 1.886 -4.270 -3.91 -3.81 -1.47
Cl -2.669 1.023 4.359 0.03 -0.08 -0.14
C -1.617 0.196 3.320 -0.09 0.32 -0.11
C -1.292 -1.150 3.531 0.36 0.41 -0.13
C -0.431 -1.799 2.648 0.31 -0.16 -0.52
C 0.121 -1.100 1.581 -0.20 0.22 0.72
N -0.112 0.254 1.485 0.32 -0.29 -2.75
C -1.051 0.871 2.238 0.00 -0.42 0.71
H -1.710 -1.650 4.394 -0.05 -0.20 0.04
H -0.188 -2.853 2.798 -0.12 0.27 -0.15
H 0.706 -1.558 0.772 0.05 0.11 0.75
H -1.342 1.876 1.972 0.10 0.24 0.26
```
Positions in Å, forces in eV/Å.



Formula: C5H12O
Source: the OMol25 dataset
Level of theory: ωB97M-V/def2-TZVPD

Output
* calculated total energy: -7425.853 eV
* lowest unoccupied orbital energy: 1.017 eV
* energy above the lowest of the compared OMol25 structures with the same formula, charge and spin: 33.6 kcal/mol
* HOMO energy: -10.0 eV

```
18
Properties=species:S:1:pos:R:3:forces:R:3
C -0.248 0.352 2.565 1.03 0.07 0.04
C 0.358 1.286 1.552 -1.59 0.12 0.13
C 1.506 1.124 0.927 0.02 -0.46 -0.04
H -0.354 0.833 3.533 -0.10 0.00 0.18
H 0.424 -0.500 2.661 -0.07 -0.20 0.32
H -1.224 -0.020 2.259 -0.09 0.13 -0.15
H -0.324 2.091 1.283 0.21 0.05 -0.32
H 1.720 1.672 0.020 0.45 0.30 0.28
H 2.168 0.338 1.278 0.12 -0.02 -0.39
C 0.150 -0.932 -1.672 -1.25 0.00 -0.36
O -0.256 -1.589 -0.478 0.06 0.03 0.29
C -1.107 -0.559 -2.465 0.35 -0.39 -0.51
H 0.788 -1.641 -2.189 0.16 0.13 -0.37
H 0.640 0.029 -1.559 0.64 -0.12 0.66
H -0.003 -1.109 0.314 0.17 0.29 -0.12
H -1.763 -1.412 -2.635 -0.01 -0.02 0.23
H -0.833 -0.187 -3.459 0.02 0.11 0.14
H -1.641 0.225 -1.933 -0.14 -0.02 0.01
```
Positions in Å, forces in eV/Å.



Max |F| for the records above, in order: 5.145 3.534 1.439 4.196 9.942 1.595 eV/A